The following is a DFT calculation (ωB97M-V/def2-TZVPD) of a structure of composition C27H26Cl2IN4O4V at a distorted geometry.

Last column: Mulliken charge in e.
Geometry (Å):
V -0.77146 0.77227 0.45923  -0.529
C -1.61120 -0.59889 -3.56172  -0.965
C -1.00416 -1.60460 -2.62817  0.305
N -0.46104 -2.69188 -3.14837  -0.784
C 0.08007 -3.58377 -2.30276  -0.911
C 0.19465 -3.41513 -0.94748  1.143
C 0.87994 -4.47052 -0.13210  -1.034
O -0.03616 -5.06542 0.79023  -0.511
C -0.30388 -2.21700 -0.35929  0.578
C -0.14529 -1.94551 1.01776  -0.912
N -0.51343 -0.81270 1.62696  0.991
C -0.40942 -0.68437 2.99519  0.391
C 0.48246 -1.43931 3.78786  -0.678
C 0.48802 -1.36421 5.16347  -0.832
C -0.37648 -0.51097 5.83674  -0.557
C -1.21182 0.30816 5.09185  -0.586
C -1.22238 0.21513 3.71437  0.300
I -2.53774 1.51968 2.67141  0.166
C -0.99182 -1.32386 -1.24209  0.008
O -1.57106 -0.24957 -0.79832  -0.257
H -1.49852 -0.93765 -4.58931  0.391
H -1.11639 0.36719 -3.44092  0.188
H -2.66917 -0.45082 -3.33488  0.189
H 0.46729 -4.48247 -2.77552  0.286
H 1.73306 -4.04228 0.41239  0.372
H 1.26763 -5.23883 -0.81207  0.385
H 0.45396 -5.65371 1.37113  0.298
H 0.22435 -2.75518 1.63735  0.689
H 1.21903 -2.04965 3.28271  0.420
H 1.18719 -1.97415 5.72155  0.361
H -0.38084 -0.45221 6.91633  0.371
H -1.87018 1.00933 5.58654  0.380
C 1.64826 3.71823 2.18140  -1.589
C 0.54953 3.10834 1.34265  1.146
O 0.22885 1.88245 1.63783  -0.183
C -0.09078 3.83086 0.39159  -0.949
C -1.12303 3.20594 -0.45685  1.273
C -2.51173 3.79863 -0.43033  -1.361
N -0.88826 2.36299 -1.41682  -0.328
N 0.32210 2.08967 -1.95387  -0.391
C 1.08454 1.15418 -1.49700  0.291
O 0.86217 0.44623 -0.43768  -0.750
C 2.27139 0.80739 -2.32382  0.576
C 3.08817 -0.25412 -1.94725  -0.204
C 4.17533 -0.60817 -2.73145  -0.811
C 4.45478 0.09073 -3.89539  -0.354
C 3.63723 1.14635 -4.27825  -0.671
C 2.55006 1.50236 -3.49999  -0.342
H 1.39058 3.63107 3.23825  0.261
H 2.56814 3.15488 2.01590  0.279
H 1.81010 4.76418 1.92704  0.407
H 0.14416 4.87752 0.23736  0.151
H -2.42493 4.86626 -0.65147  0.388
H -3.13095 3.32937 -1.19302  0.346
H -2.99100 3.69454 0.54415  0.084
H 2.85338 -0.79837 -1.04191  0.418
H 4.79985 -1.44449 -2.44182  0.382
H 5.29998 -0.19472 -4.50954  0.368
H 3.84234 1.68458 -5.19551  0.383
H 1.89297 2.31245 -3.78150  0.450
Cl -3.83736 -1.63596 1.11155  -0.070
C -5.00466 -0.48232 0.45004  -0.559
Cl -4.23800 0.85845 -0.44214  -0.018
H -5.56283 -0.05836 1.27859  0.363
H -5.64557 -1.01824 -0.24083  0.358

Calculated values
* molar mass: 719.28 Da
* strongest force on any atom: 2.5 eV Å⁻¹
* LUMO energy (spin up / spin down): 2.26 / 2.26 eV
* charge: -1
* 2S+1: 2
* HOMO energy (spin up / spin down): -2.780 / -2.704 eV
* Kohn-Sham gap (spin up / spin down): 5.04 / 4.97 eV

---

The following is a DFT calculation (ωB97M-V/def2-TZVPD) of the molecule C25H25N5O3S at a distorted geometry.

Last column: Mulliken charge in e.
Geometry (Å):
C 3.45010 1.35563 2.30078  -1.051
C 2.51603 1.59903 1.11993  -0.390
N 2.44084 0.44087 0.26765  0.270
C 1.69127 -0.66830 0.44646  -0.053
S 0.57763 -0.83633 1.76793  -0.041
C -0.46288 -2.16043 1.07505  -1.055
C -1.43676 -1.61569 0.03815  0.471
O -1.31161 -1.88404 -1.13650  -0.635
N -2.40953 -0.79772 0.51867  0.910
C -2.54389 -0.45249 1.89125  -0.345
C -3.03984 -1.36524 2.80984  -0.233
C -3.16915 -0.99583 4.13720  -0.899
C -2.81311 0.28054 4.53794  -0.670
C -2.34073 1.19508 3.61236  -1.097
C -2.20186 0.83967 2.28040  0.747
C -1.76008 1.79473 1.21671  -0.924
C -2.96324 2.21274 0.36803  -1.217
C -3.64758 1.12641 -0.42708  0.874
C -4.64402 1.54953 -1.30569  -0.928
C -5.34406 0.66874 -2.10404  -0.647
C -5.06104 -0.68505 -2.03779  -0.785
C -4.09020 -1.13158 -1.16597  -0.568
C -3.38032 -0.24080 -0.36508  0.674
N 1.89164 -1.59776 -0.47144  -0.482
C 2.81847 -1.06528 -1.29377  0.907
C 3.19700 0.19746 -0.86225  0.064
C 4.16261 0.98885 -1.55559  0.208
O 4.54475 2.10700 -1.25960  -0.703
N 4.65327 0.30868 -2.67534  -0.025
C 5.65544 0.98570 -3.48209  -1.165
C 4.28943 -0.94983 -3.13669  0.641
O 4.78833 -1.41806 -4.13655  -0.667
N 3.34023 -1.63533 -2.40804  -0.003
C 2.88414 -2.93875 -2.83911  -1.031
H 3.09911 0.51372 2.89364  0.292
H 4.45564 1.14724 1.94394  0.315
H 3.48114 2.23981 2.93035  0.406
H 1.50686 1.82193 1.48013  -0.010
H 2.88916 2.42506 0.51106  0.431
H 0.20994 -2.86220 0.58408  0.575
H -0.96786 -2.61843 1.92236  0.603
H -3.32980 -2.35336 2.48200  0.589
H -3.55293 -1.70382 4.85593  0.411
H -2.91205 0.56671 5.57404  0.435
H -2.07444 2.19378 3.92616  0.448
H -1.31952 2.68496 1.66889  0.612
H -1.00969 1.32646 0.57533  0.007
H -2.64188 2.98565 -0.33607  0.560
H -3.71025 2.66897 1.02724  0.509
H -4.86252 2.60685 -1.36096  0.433
H -6.10469 1.03623 -2.77613  0.395
H -5.59720 -1.38909 -2.65526  0.397
H -3.86135 -2.18372 -1.10126  0.426
H 5.84876 1.95170 -3.02167  0.371
H 5.28660 1.11472 -4.49920  0.326
H 6.56648 0.38895 -3.51566  0.328
H 3.21735 -3.08954 -3.86375  0.391
H 1.79762 -2.96998 -2.77339  0.314
H 3.30423 -3.71473 -2.19755  0.285

Calculated values
* ΔE to the lowest compared entry with this formula, charge and spin: 10.8 kcal per mole
* molar mass: 475.57 Da
* strongest force on any atom: 1.4 eV Å⁻¹
* LUMO energy: 0.48 eV
* SMILES: CCn1c(SCC(=O)N2c3ccccc3CCc3ccccc32)nc2c1c(=O)n(C)c(=O)n2C
* HOMO energy: -7.945 eV
* Kohn-Sham gap: 8.42 eV

---

The following is a DFT calculation (ωB97M-V/def2-TZVPD) of a structure of composition C11H20Cl2IrN2S at a distorted geometry.

Last column: Mulliken charge in e.
Geometry (Å):
Ir 0.20457 0.89523 -0.48801  0.721
Cl 0.38651 3.07503 -1.22694  -0.586
Cl 0.09899 1.89809 1.64290  -0.586
C 1.81236 -0.21052 0.02170  -0.656
H 2.37054 -0.60403 -0.83418  0.213
H 2.40109 0.17319 0.85550  0.393
C -0.90932 0.30001 -2.05247  -0.326
C 0.38509 -0.37334 -2.29344  -0.762
H -1.69160 -0.35228 -1.63205  0.376
C 1.27947 0.02980 -3.42219  -0.422
H 0.44434 -1.43459 -2.00606  0.604
C 0.98474 1.42913 -3.97816  -0.741
H 2.32963 -0.04568 -3.11148  0.181
H 1.13702 -0.70736 -4.22691  0.353
C -0.50720 1.63329 -4.25845  -0.566
H 1.31628 2.19366 -3.26087  0.202
H 1.55663 1.57354 -4.90896  0.373
C -1.46027 1.26143 -3.11226  -0.861
H -0.67024 2.68158 -4.53453  0.246
H -0.77713 1.03506 -5.14080  0.331
H -1.80753 2.17184 -2.61434  0.309
H -2.34246 0.76932 -3.54115  0.342
S 0.43242 -1.29515 0.46819  -0.413
C 0.01287 -1.13954 2.16797  0.140
N 0.91281 -0.88310 3.10374  -0.190
C 0.47939 -0.59374 4.47571  -0.624
C -0.64260 -1.54381 4.82784  -0.704
C -1.78257 -1.46029 3.84373  -0.612
N -1.25192 -1.39360 2.48548  -0.153
H 1.77987 -0.47251 2.77380  0.250
H 0.14875 0.45211 4.55188  0.257
H 1.34849 -0.73702 5.12190  0.406
H -1.00729 -1.32591 5.83386  0.374
H -0.25564 -2.56837 4.83993  0.299
H -2.40529 -0.57536 4.03163  0.322
H -2.42223 -2.34581 3.90313  0.314
H -1.88858 -1.51027 1.69438  0.195

Calculated values
* ΔE to the lowest compared entry with this formula, charge and spin: 0.5 kcal per mole
* molar mass: 475.48 Da
* strongest force on any atom: 3.5 eV Å⁻¹
* LUMO energy (spin up / spin down): 2.97 / 2.66 eV
* charge: -1
* 2S+1: 5
* HOMO energy (spin up / spin down): -0.612 / -4.440 eV
* Kohn-Sham gap (spin up / spin down): 3.58 / 7.10 eV

---

The following is a DFT calculation (ωB97M-V/def2-TZVPD) of a structure of composition C3H3LiO3Rb at a distorted geometry.

Last column: Mulliken charge in e.
Geometry (Å):
H -0.02973 2.84010 -0.26416  -0.149
C 0.62450 1.76533 -0.27620  -0.288
C -0.01981 0.42106 -0.12245  -0.092
O 1.03127 -0.52931 -0.04200  -0.189
C 0.72161 -1.84969 -0.03998  -0.180
O -0.49686 -2.12775 -0.01452  -0.563
O 0.92993 2.36071 0.76457  -0.259
Rb 0.52594 -6.10696 0.09602  0.953
H -0.70377 0.27906 -0.97629  0.437
H -0.65631 0.34399 0.77425  0.408
Li -1.92678 2.60345 0.10076  0.923

Calculated values
* ΔE to the lowest compared entry with this formula, charge and spin: 167.5 kcal per mole
* molar mass: 179.46 Da
* strongest force on any atom: 6.4 eV Å⁻¹
* LUMO energy (spin up / spin down): -4.31 / -4.31 eV
* charge: +1
* HOMO energy (spin up / spin down): -8.882 / -8.883 eV
* Kohn-Sham gap (spin up / spin down): 4.57 / 4.57 eV